# 1
The following is a DFT calculation (ωB97M-V/def2-TZVPD) of a structure of composition C21H24AuIN2OS3.

energy = -2627.2315 hartree
frontier orbital gap (alpha / beta) = 7.207 / 6.898 eV
energy relative to the best compared isomer or geometry (same formula, charge and spin) = 0.0 kJ/mol
expectation value of S² = 2.0167
M = 740.51 g mol⁻¹

ORCA input file:
```
! RIJCOSX wB97M-V def2-TZVPD def2/J DEFGRID3
* xyz 0 3
Au 0.0309 -1.5712 0.7079
C -1.8931 -2.9622 4.8048
C -1.5997 -2.5660 3.3761
S -0.3385 -1.4664 3.1748
C -2.3537 -3.1004 2.3224
C -3.3579 -4.1956 2.5737
S -2.2261 -2.5945 0.7037
H -1.3555 -2.3133 5.4917
H -1.5631 -3.9883 4.9853
H -2.9575 -2.9075 5.0340
H -3.6568 -4.2695 3.6162
H -2.9166 -5.1525 2.2835
H -4.2442 -4.0496 1.9582
C 1.4961 4.7358 -1.8369
C 0.8864 3.3776 -2.0594
C -0.4288 3.2495 -2.4963
C -0.9964 1.9967 -2.6802
C -0.2302 0.8679 -2.4443
C 1.0830 0.9648 -2.0112
C 1.6305 2.2218 -1.8196
S -0.9818 -0.7393 -2.6134
C -0.4803 -1.0833 -4.3034
O -0.1698 -1.6967 -1.7894
H 0.7310 5.5104 -1.8087
H 2.1951 4.9813 -2.6391
H 2.0518 4.7654 -0.8995
H -1.0256 4.1383 -2.6627
H -2.0345 1.9007 -2.9780
H 1.6445 0.0683 -1.7755
H 2.6496 2.3055 -1.4598
H 0.6028 -0.9892 -4.3589
H -0.9737 -0.3752 -4.9682
H -0.7912 -2.1022 -4.5256
I -2.2374 5.0256 0.6874
C -2.0854 2.9715 0.6186
C -3.1117 2.0642 0.5000
N -2.5281 0.8515 0.4517
N -1.1959 0.9143 0.5367
C -0.9102 2.1997 0.6462
H -4.1779 2.2011 0.4497
H -2.9527 -0.0664 0.4412
H 0.1123 2.5342 0.7140
C 4.8505 -0.8904 0.4543
C 4.3004 -2.1394 0.2007
C 2.9278 -2.3377 0.3075
C 2.0769 -1.2924 0.6671
C 2.6480 -0.0471 0.9346
C 4.0192 0.1570 0.8267
H 5.9189 -0.7366 0.3687
H 4.9429 -2.9661 -0.0782
H 2.5212 -3.3199 0.0978
H 2.0155 0.7816 1.2356
H 4.4390 1.1341 1.0375
*
```

***

# 2
The following is a DFT calculation (ωB97M-V/def2-TZVPD) of a cluster of 9 separate species, C36H93N3O12 in total.

energy = -2494.1564 hartree
frontier orbital gap = 8.870 eV
energy relative to the best compared isomer or geometry (same formula, charge and spin) = 526.7 kJ/mol
structure (SMILES) = COCCNCCOC.COCCNCCOC.COCCNCCOC.CC(C)O.CC(C)O.CC(C)O.CC(C)O.CC(C)O.CC(C)O
M = 760.15 g mol⁻¹

ORCA input file:
```
! RIJCOSX wB97M-V def2-TZVPD def2/J DEFGRID3
* xyz 0 1
C 4.7449 -5.9521 -1.6945
O 6.0041 -5.3146 -1.6870
C 6.3203 -4.6460 -0.5031
C 6.9550 -3.2249 -0.6112
N 6.1546 -2.1865 -1.3226
C 5.9931 -2.2810 -2.7687
C 7.2654 -2.0145 -3.6492
O 7.9485 -0.7863 -3.2527
C 7.2249 0.3669 -2.7641
H 4.8281 -6.7210 -2.4626
H 3.9416 -5.2182 -1.7595
H 4.4062 -6.4350 -0.7779
H 7.0941 -5.2028 0.0253
H 5.4852 -4.5150 0.1850
H 8.0164 -3.2727 -0.8547
H 6.9894 -2.9615 0.4460
H 6.5259 -1.2858 -1.0562
H 5.2257 -1.5374 -2.9837
H 5.4113 -3.1448 -3.0906
H 6.9268 -2.0790 -4.6832
H 7.8174 -2.9515 -3.5749
H 7.9421 1.1840 -2.6862
H 6.8072 0.2863 -1.7605
H 6.3690 0.5556 -3.4121
C -1.1912 2.7202 2.3680
O 0.0857 2.0901 2.3508
C 0.0421 0.7113 2.8911
C 1.0417 -0.1938 2.0870
N 0.7804 -0.1867 0.6358
C -0.0497 -1.2863 0.2217
C -0.5612 -1.3473 -1.2743
O -1.9332 -0.9693 -1.3965
C -2.0660 0.3997 -1.0484
H -1.6507 2.8774 3.3439
H -2.0445 2.1446 2.0093
H -1.0091 3.6988 1.9239
H -1.0077 0.4200 2.9250
H 0.3686 0.8111 3.9262
H 0.7473 -1.1627 2.4903
H 2.0430 0.1312 2.3698
H 1.7031 -0.4154 0.2945
H -0.8927 -1.3985 0.9036
H 0.4876 -2.1914 0.5048
H -0.5169 -2.3546 -1.6883
H -0.0096 -0.7234 -1.9776
H -1.9348 0.5196 0.0270
H -3.0769 0.7048 -1.3186
H -1.3912 1.0950 -1.5478
C -1.8099 -5.6027 -10.1505
O -1.4310 -4.2590 -9.8984
C -2.3520 -3.6168 -9.0131
C -1.8080 -2.1522 -8.7222
N -1.8292 -1.3245 -9.9030
C -1.7614 0.1317 -9.6111
C -1.9305 1.1092 -10.8658
O -1.6898 2.4156 -10.3438
C -2.9665 3.0149 -10.0301
H -2.8826 -5.5770 -10.3417
H -1.5524 -6.2467 -9.3096
H -1.2826 -5.9830 -11.0254
H -2.4754 -4.1877 -8.0927
H -3.3321 -3.4972 -9.4748
H -0.7359 -2.1902 -8.5292
H -2.3609 -1.6434 -7.9325
H -0.9698 -1.6398 -10.3298
H -0.7638 0.2335 -9.1839
H -2.6238 0.2461 -8.9543
H -2.8411 1.0105 -11.4567
H -1.2218 1.0582 -11.6923
H -2.7924 4.0434 -9.7136
H -3.5358 2.6246 -9.1865
H -3.6172 3.0534 -10.9037
C -7.1238 -4.5344 -2.8142
C -7.7375 -3.4957 -1.7914
C -8.9266 -3.9578 -0.9357
O -6.6642 -3.1328 -0.9188
H -6.0420 -4.6664 -2.7943
H -7.3870 -4.4819 -3.8706
H -7.4553 -5.5464 -2.5819
H -8.0022 -2.5502 -2.2648
H -9.4193 -3.0143 -0.7009
H -8.4786 -4.5477 -0.1360
H -9.5644 -4.6025 -1.5404
H -5.8407 -3.0146 -1.3978
C 9.5749 2.1394 4.3775
C 9.3113 1.7566 2.8800
C 10.4950 1.0043 2.2221
O 8.1199 1.0453 2.8070
H 10.1638 1.3134 4.7764
H 8.6432 2.1261 4.9429
H 10.1527 3.0280 4.6317
H 9.1861 2.7144 2.3750
H 10.2118 0.8695 1.1782
H 10.6132 -0.0216 2.5708
H 11.3874 1.5998 2.4150
H 7.3340 1.5783 2.6664
C -10.5065 1.7394 3.8385
C -9.2615 1.5908 2.8136
C -8.4212 2.8004 2.8840
O -8.3879 0.5538 3.2583
H -10.2078 2.0628 4.8357
H -10.9208 0.7512 4.0386
H -11.1485 2.5295 3.4490
H -9.7313 1.4734 1.8371
H -7.7887 2.6959 3.7656
H -9.1151 3.6284 2.7393
H -7.7189 2.8722 2.0536
H -7.9334 0.3172 2.4465
C 0.7645 6.9311 9.1179
C -0.2927 5.9078 9.5646
C 0.2769 4.5207 9.7701
O -0.7873 6.2141 10.8533
H 1.0188 6.5800 8.1178
H 1.6788 7.1227 9.6794
H 0.3840 7.9525 9.1256
H -1.1327 5.8078 8.8772
H 0.9808 4.6592 10.5907
H 0.8162 4.1431 8.9014
H -0.5199 3.8421 10.0747
H -0.8249 7.1595 11.0158
C -5.2697 -4.2394 6.2865
C -3.9668 -3.6039 5.7455
C -2.8280 -3.5740 6.7986
O -3.4462 -4.2088 4.5799
H -6.2634 -4.0941 5.8628
H -5.3122 -4.0724 7.3628
H -5.2266 -5.3157 6.1195
H -4.2174 -2.5621 5.5456
H -2.8908 -4.4177 7.4859
H -2.9102 -2.6770 7.4124
H -1.8280 -3.7840 6.4192
H -4.0494 -4.1883 3.8333
C 3.0778 5.9613 0.2509
C 4.1848 5.8009 1.4085
C 4.1723 7.0039 2.4061
O 4.0439 4.6029 2.1433
H 2.0898 5.8079 0.6852
H 3.2388 5.1227 -0.4265
H 3.1330 6.8421 -0.3888
H 5.1431 5.9625 0.9150
H 5.0568 6.8756 3.0301
H 3.2488 7.0199 2.9849
H 4.1608 8.0057 1.9767
H 3.0906 4.4909 2.1607
*
```

***

# 3
The following is a DFT calculation (ωB97M-V/def2-TZVPD) of a cluster of 7 separate species, C47H45F2NO28PS3 in total.

energy = -5714.7299 hartree
frontier orbital gap = 6.236 eV
M = 1237.03 g mol⁻¹

ORCA input file:
```
! RIJCOSX wB97M-V def2-TZVPD def2/J DEFGRID3
* xyz 1 1
C -7.0141 3.3702 -6.9767
C -6.7343 2.5118 -8.2081
F -7.2408 1.2410 -8.0155
C -5.2718 2.4958 -8.7350
C -4.1370 2.9789 -7.7683
P -3.9348 4.8396 -7.4740
O -2.5074 5.0823 -7.1923
N -2.9124 2.7469 -8.6122
C -1.9666 2.0423 -8.2212
C -2.2798 1.4368 -6.8149
F -2.3094 0.1029 -7.1454
C -1.0944 1.9318 -5.9653
C -1.0277 1.4098 -4.4865
C -1.9950 0.2629 -4.1449
C -1.5731 -0.2767 -2.7293
S -2.5674 -1.7777 -2.4594
O -2.2074 -2.4339 -1.2729
O -3.9404 -1.3946 -2.5291
O -2.3352 -2.7993 -3.6978
C -3.7340 2.0557 -6.5354
S -4.7947 0.5518 -6.2753
S -3.8118 3.1346 -5.0183
H -8.1072 3.3621 -6.8333
H -6.5850 2.9910 -6.0449
H -6.7701 4.4262 -7.1745
H -7.3509 2.9335 -9.0190
H -5.2416 3.0641 -9.6793
H -5.0342 1.4537 -9.0152
H -4.2085 5.3919 -8.7564
H -4.8302 5.3202 -6.5026
H -2.9004 3.2119 -9.5296
H -1.0511 1.8218 -8.7703
H -0.1168 1.7234 -6.4247
H -1.1769 3.0336 -5.9197
H -1.2400 2.2330 -3.7854
H -0.0013 1.0956 -4.2524
H -1.9214 -0.5987 -4.8181
H -3.0108 0.6447 -4.0188
H -1.7421 0.4642 -1.9442
H -0.5337 -0.6209 -2.8195
H -2.8200 -2.4472 -4.4627
H -5.0007 0.4632 -4.9367
H -4.9650 2.6723 -4.4617
C -2.7020 6.6170 -10.9172
C -2.4412 5.5179 -11.6202
C -1.6084 5.5551 -12.8611
O -1.3926 4.5095 -13.4448
C -1.1006 6.8429 -13.3104
C -1.3614 7.9559 -12.6104
C -2.1728 7.9145 -11.3527
O -2.3713 8.9389 -10.7390
O -0.9156 9.1476 -12.9931
O -2.9052 4.2928 -11.2676
H -3.2995 6.6047 -10.0185
H -0.5147 6.8564 -14.2185
H -1.2347 9.7841 -12.3244
H -2.5602 3.6863 -11.9569
C 5.0171 -1.0851 -4.3217
C 4.0202 -0.2165 -4.1240
C 2.6578 -0.6722 -3.7037
O 1.7821 0.1602 -3.5159
C 2.4288 -2.0975 -3.5391
C 3.4223 -2.9697 -3.7385
C 4.7954 -2.5177 -4.1325
O 5.6664 -3.3477 -4.2837
O 3.2409 -4.2824 -3.5958
O 4.1860 1.1007 -4.2883
H 6.0063 -0.7699 -4.6228
H 1.4355 -2.4118 -3.2524
H 4.1047 -4.6981 -3.7907
H 3.3234 1.5054 -4.0813
C 0.6063 -6.6459 0.8214
C 0.0220 -6.0508 1.8693
C -0.0510 -4.5565 1.9796
O -0.6091 -4.0618 2.9389
C 0.5614 -3.7589 0.9223
C 1.1467 -4.3557 -0.1197
C 1.1957 -5.8471 -0.2458
O 1.7257 -6.3365 -1.2256
O 1.7191 -3.6557 -1.1072
O -0.5217 -6.7526 2.8636
H 0.6643 -7.7212 0.7277
H 0.5173 -2.6834 1.0222
H 2.0671 -4.3187 -1.7395
H -0.8748 -6.0984 3.5003
C 2.6459 -3.7352 6.6481
C 3.2335 -4.8314 7.1361
C 2.5678 -6.1696 7.0774
O 3.1518 -7.1400 7.5183
C 1.2314 -6.2468 6.4914
C 0.6435 -5.1489 6.0071
C 1.3246 -3.8142 6.0429
O 0.7514 -2.8478 5.5734
O -0.5810 -5.1830 5.4648
O 4.4433 -4.7927 7.7013
H 3.1181 -2.7649 6.6847
H 0.7523 -7.2160 6.4698
H -0.7759 -4.2652 5.1870
H 4.6401 -5.7108 7.9691
C -0.6410 -0.9991 10.9956
C -0.1142 -1.6994 9.9850
C 1.3460 -2.0339 9.9394
O 1.7719 -2.6916 9.0062
C 2.1956 -1.5503 11.0189
C 1.6702 -0.8461 12.0292
C 0.2053 -0.5346 12.0896
O -0.2242 0.0925 13.0376
O 2.4199 -0.3859 13.0331
O -0.8576 -2.1370 8.9663
H -1.6928 -0.7534 11.0408
H 3.2500 -1.7842 10.9643
H 1.8030 0.0837 13.6260
H -0.2435 -2.6111 8.3735
C 4.1740 1.4543 16.1179
C 4.6985 0.7544 15.1056
C 6.1581 0.4192 15.0563
O 6.5798 -0.2358 14.1223
C 7.0105 0.9021 16.1367
C 6.4865 1.6051 17.1476
C 5.0224 1.9172 17.2107
O 4.5948 2.5438 18.1604
O 7.2351 2.0644 18.1510
O 3.9517 0.3157 14.0864
H 3.1223 1.7009 16.1664
H 8.0646 0.6688 16.0814
H 6.6202 2.5344 18.7471
H 4.5682 -0.1588 13.4974
*
```

***

# 4
The following is a DFT calculation (ωB97M-V/def2-TZVPD) of a structure of composition C19H21AgAsN3O3Se.

energy = -5910.8054 hartree
frontier orbital gap = 6.032 eV
energy relative to the best compared isomer or geometry (same formula, charge and spin) = 0.0 kJ/mol
M = 601.14 g mol⁻¹

ORCA input file:
```
! RIJCOSX wB97M-V def2-TZVPD def2/J DEFGRID3
* xyz -2 1
Ag 1.6046 0.5348 0.3718
C 1.5831 1.1405 4.8532
O 0.2645 0.6621 5.0927
C -0.0856 -0.4547 4.3499
C -0.5218 -1.5501 5.0571
C -0.9034 -2.7230 4.3996
C -0.8059 -2.7680 3.0256
C -0.3983 -1.6654 2.2636
C -0.2881 -1.8635 0.8311
N -0.1134 -0.9533 -0.0566
N -0.1087 -1.4083 -1.3563
C 0.5822 -0.6729 -2.2027
O 1.3241 0.3295 -1.9790
C 0.4378 -1.1095 -3.6386
C 1.0983 -0.3893 -4.6306
C 1.0319 -0.7841 -5.9587
C 0.3009 -1.9078 -6.3177
C -0.3775 -2.6218 -5.3361
C -0.3132 -2.2258 -4.0099
C -0.0661 -0.4226 2.9133
O 0.2112 0.6509 2.2838
H 1.6796 2.0749 5.4085
H 1.7616 1.3146 3.7940
H 2.3274 0.4243 5.2229
H -0.5564 -1.4780 6.1390
H -1.2263 -3.5912 4.9621
H -1.0632 -3.6832 2.4986
H -0.3706 -2.8981 0.4778
H 1.6697 0.4779 -4.3256
H 1.5551 -0.2214 -6.7244
H 0.2668 -2.2342 -7.3515
H -0.9559 -3.4956 -5.6175
H -0.8348 -2.7683 -3.2346
Se 4.0384 -0.4809 1.1643
C 5.2769 0.6575 0.5275
N 6.1072 1.3779 0.1504
C -1.6930 4.2404 0.3148
As -0.8327 2.4500 0.0606
C -1.4200 2.2988 -1.8131
C -2.3203 1.4492 0.8380
H -2.7284 4.2280 -0.0354
H -1.1445 5.0016 -0.2438
H -1.6804 4.5140 1.3713
H -2.4927 2.4873 -1.9075
H -1.1928 1.2967 -2.1746
H -0.8739 3.0102 -2.4344
H -3.2775 1.7590 0.4098
H -2.3276 1.5993 1.9173
H -2.1484 0.3915 0.6501
*
```

***

# 5
The following is a DFT calculation (ωB97M-V/def2-TZVPD) of a cluster of 2 separate species, C4H10NO3 in total.

energy = -438.9072 hartree
frontier orbital gap = 7.211 eV
energy relative to the best compared isomer or geometry (same formula, charge and spin) = 204.8 kJ/mol
M = 120.13 g mol⁻¹

ORCA input file:
```
! RIJCOSX wB97M-V def2-TZVPD def2/J DEFGRID3
* xyz -1 1
C -1.0891 -1.2875 -0.4272
N -0.9292 -1.0548 0.8530
C 1.1964 0.2017 0.9782
C -0.3390 0.2489 1.1361
C -0.9285 1.4295 0.3800
O -1.1249 2.5065 1.3645
O -0.6457 -0.6321 -1.4127
H -1.5814 -2.2599 -0.6065
H -1.5707 3.2079 0.8853
H 1.7497 0.8506 1.6622
H 1.4615 0.4550 -0.0418
H 1.6199 -0.8043 1.0261
H -0.4994 0.4221 2.1907
H -1.9237 1.2033 0.0089
H -0.2447 1.7708 -0.3913
H 2.0254 -1.4643 -2.7718
H 1.1296 -2.4209 -2.0214
O 1.6940 -2.3727 -2.8121
*
```

***

# 6
The following is a DFT calculation (ωB97M-V/def2-TZVPD) of the molecule C6H8O2.

energy = -383.6357 hartree
frontier orbital gap = 8.716 eV
energy relative to the best compared isomer or geometry (same formula, charge and spin) = 720.5 kJ/mol
structure (SMILES) = C=CO/C=C\OC=C
M = 112.13 g mol⁻¹

ORCA input file:
```
! RIJCOSX wB97M-V def2-TZVPD def2/J DEFGRID3
* xyz 0 1
C -1.0759 -3.4149 -0.0411
C -0.6023 -2.4341 -0.9689
C -0.3604 -0.2088 -1.1324
C -0.4514 1.2487 -0.8245
C 0.8247 2.3567 0.9014
C 1.1392 2.3671 2.1751
H -1.7091 -4.5291 -0.0359
H -0.5113 -3.2392 0.7792
H -1.0578 -2.3341 -1.9592
H -0.7888 -0.4011 -2.0570
H -1.0226 2.1596 -1.2663
H 1.2398 3.1294 0.1517
H 1.2246 1.7089 2.9339
H 1.4073 3.3662 2.6806
O 0.1749 -1.2690 -0.5442
O 0.3720 1.3504 0.3086
*
```

***

# 7
The following is a DFT calculation (ωB97M-V/def2-TZVPD) of the molecule CH4BrNO.

energy = -2744.3874 hartree
frontier orbital gap = 9.410 eV
energy relative to the best compared isomer or geometry (same formula, charge and spin) = 109.7 kJ/mol
structure (SMILES) = CONBr
M = 125.95 g mol⁻¹

ORCA input file:
```
! RIJCOSX wB97M-V def2-TZVPD def2/J DEFGRID3
* xyz 0 1
C -0.8329 0.6454 0.0280
N 0.8323 -1.0179 -0.3744
O -0.3025 -0.6483 0.4803
Br 2.2947 0.2978 -0.0752
H -1.8800 0.3991 0.2008
H -0.4443 0.8103 -0.9917
H -0.6735 1.4444 0.6535
H 1.0062 -1.9308 0.0788
*
```